261
Properties=species:S:1:pos:R:3:forces:R:3:lowdin_charge:R:1 method="wB97M-V/def2-TZVPD" max_force_ha_per_bohr=0.0777 homo_lumo_gap_ev=9.107 e_tot_ha=-4677.662943 e_above_lowest_kj_mol=196.1
C -0.561356 -1.680316 0.859602 -0.7 1.2 2.2 -0.04
C 0.025907 -0.923558 -0.287975 2.2 -0.7 0.0 -0.37
C 0.592593 0.462819 0.038614 0.6 -2.0 3.3 -0.20
O -0.469770 1.221776 0.534492 -0.6 0.6 -0.3 -0.20
C 0.064296 2.420780 1.009547 -0.9 2.3 -1.3 -0.11
N 1.144107 -1.706032 -0.905261 -0.6 1.0 -0.2 0.08
H -1.313540 -2.400627 0.591302 -0.2 -0.4 -0.5 0.06
H -1.098521 -0.958654 1.537088 0.3 -0.6 -0.8 0.07
H 0.154658 -2.155800 1.547601 0.3 0.0 -0.6 0.07
H -0.726789 -0.690234 -0.985936 -1.3 -0.2 -1.2 0.10
H 1.180508 0.896946 -0.760871 -0.2 0.4 -0.5 0.10
H 1.274887 0.357505 0.966474 -0.2 -0.1 -1.4 0.14
H 0.782861 2.285300 1.788734 0.4 -0.2 0.8 0.06
H -0.720470 3.186196 1.293866 0.6 -1.3 0.0 0.09
H 0.578425 2.904249 0.154911 0.2 0.1 0.4 0.09
H 1.114332 -1.466270 -1.888353 0.4 -0.3 -0.4 0.04
H 1.103054 -2.719867 -0.844031 -0.4 0.1 0.4 0.06
C 5.768304 -1.858002 2.434590 1.2 -1.8 2.0 -0.05
C 4.636410 -2.843656 2.362881 1.1 -1.3 -1.9 -0.41
C 3.316273 -2.268714 2.606516 -3.4 0.8 0.4 -0.21
O 3.339618 -1.688199 3.933134 0.3 0.3 -1.2 -0.18
C 2.029335 -1.330143 4.260603 -0.7 -0.3 -1.6 -0.12
N 4.638658 -3.596583 1.032911 0.2 -0.1 2.0 0.08
H 5.815424 -1.207611 1.620977 -0.2 1.5 -1.1 0.04
H 6.668489 -2.520014 2.331496 -0.3 0.8 0.3 0.10
H 5.779130 -1.425929 3.467975 0.1 0.1 -1.1 0.10
H 4.842413 -3.531687 3.160864 -0.2 -0.8 0.3 0.13
H 2.427733 -2.990393 2.613836 1.4 0.0 -0.1 0.12
H 2.903727 -1.538463 1.825538 1.1 -0.3 0.8 0.13
H 1.472980 -2.245113 4.322091 -0.7 -0.6 0.7 0.04
H 1.488367 -0.866169 3.385030 0.7 0.5 0.8 0.09
H 1.991263 -0.775553 5.173925 0.0 0.5 0.4 0.08
H 5.586175 -3.928551 0.809481 -0.5 0.1 0.4 0.10
H 4.464254 -2.878956 0.370325 -0.2 0.9 -1.2 0.03
C -5.842387 -2.564096 1.929872 -1.3 -0.1 -1.6 -0.04
C -5.287576 -3.413049 0.728219 0.7 0.9 1.2 -0.43
C -6.372886 -3.748572 -0.219984 -2.2 0.8 1.4 -0.27
O -5.930430 -4.450372 -1.335560 -0.7 0.1 0.1 -0.19
C -7.103584 -4.657881 -2.105287 1.7 0.2 -2.2 -0.09
N -4.174603 -2.791045 0.036085 -0.2 0.7 2.2 0.10
H -6.288707 -1.539420 1.633609 0.3 -1.8 0.2 0.10
H -5.095539 -2.330532 2.638398 1.1 0.1 0.7 0.03
H -6.563530 -3.242706 2.442826 0.1 0.9 -0.3 0.09
H -4.868327 -4.309986 1.168010 0.0 -0.5 0.2 0.13
H -6.889963 -2.765798 -0.462730 0.5 -0.8 -0.4 0.14
H -7.194532 -4.330625 0.304947 0.8 0.3 -0.4 0.14
H -7.445591 -3.680912 -2.509424 -0.4 -0.7 0.5 0.11
H -7.800599 -5.293273 -1.629440 -1.2 -0.1 1.0 0.08
H -6.769539 -5.260753 -2.941039 0.0 0.0 -0.5 0.09
H -4.480076 -2.004941 -0.481426 -0.2 0.8 -0.8 0.03
H -3.754100 -3.449623 -0.546354 0.9 -1.0 -1.3 0.05
C 2.157882 3.159597 -2.800594 -0.2 -1.4 -0.3 -0.04
C 2.435841 4.611357 -2.626752 1.8 -0.7 -1.1 -0.45
C 3.969102 4.850577 -2.534321 0.3 0.8 0.4 -0.17
O 4.770341 4.413083 -3.649117 -1.5 -0.1 1.1 -0.17
C 6.086874 4.272911 -3.231415 1.7 0.7 -2.5 -0.15
N 1.931159 5.414762 -3.709232 1.6 2.8 0.3 0.06
H 1.098598 2.867759 -2.819456 0.1 0.6 -0.1 0.05
H 2.534646 2.638650 -1.906073 0.3 0.0 -0.4 0.06
H 2.626811 2.784796 -3.725071 0.0 -0.1 0.5 0.07
H 2.025492 4.887341 -1.706064 -0.5 0.7 1.8 0.10
H 4.434896 4.389351 -1.630044 -0.8 0.2 -0.3 0.11
H 4.094412 5.966634 -2.448437 0.1 -0.7 0.1 0.13
H 6.651168 4.171279 -4.195254 -0.2 -0.4 0.9 0.11
H 6.348551 3.470476 -2.564480 -0.4 -0.7 0.4 0.07
H 6.523605 5.179109 -2.823060 -0.2 0.5 0.5 0.08
H 2.107807 6.437178 -3.401355 -0.6 -2.0 -1.0 0.12
H 0.955781 5.311010 -3.789878 -1.5 -0.1 0.0 0.03
C -1.389415 -5.746636 2.317448 -1.6 -2.5 0.6 -0.06
C -1.594193 -5.175263 3.672396 -0.1 1.3 1.7 -0.40
C -0.263950 -4.506666 4.136757 -0.6 0.3 0.6 -0.19
O 0.767917 -5.465523 4.133208 -1.3 -1.0 -0.5 -0.19
C 1.854209 -5.110062 4.898335 1.2 0.4 -0.6 -0.12
N -2.714453 -4.188032 3.825038 1.3 -0.3 0.0 0.04
H -2.277000 -6.366227 2.042565 0.4 0.5 0.1 0.10
H -0.594393 -6.480962 2.397411 0.5 0.3 -0.5 0.08
H -1.290089 -5.013079 1.586434 0.7 1.3 -1.4 0.05
H -1.919157 -5.975991 4.345911 0.6 0.0 0.1 0.14
H -0.277976 -3.979124 5.146406 -0.5 -0.7 -1.1 0.14
H -0.073649 -3.744490 3.364612 0.2 0.2 0.1 0.10
H 1.612855 -4.933231 5.933715 -0.1 -0.1 0.6 0.09
H 2.249420 -4.200778 4.468474 0.6 0.6 0.2 0.06
H 2.639691 -5.860579 4.775965 -0.3 -0.1 0.2 0.10
H -3.542902 -4.735856 3.691873 -0.7 0.3 -0.4 0.06
H -2.652210 -3.403754 3.171480 -0.2 -0.5 -0.1 0.07
C -3.380557 4.459158 1.743237 0.1 -0.2 1.6 -0.06
C -3.865236 5.338085 2.875269 0.6 1.8 1.6 -0.40
C -3.132862 6.753834 2.996579 1.0 -0.1 -0.4 -0.17
O -1.668903 6.636865 2.954692 -0.4 -0.1 0.0 -0.26
C -0.923068 7.843884 3.271390 -2.8 -0.6 1.8 -0.08
N -5.303656 5.724333 2.771962 1.2 -0.3 0.4 0.04
H -3.745224 3.444423 1.952884 0.2 0.1 -0.3 0.09
H -2.290494 4.491782 1.741435 -0.1 -0.1 -0.2 0.06
H -3.788778 4.804956 0.841834 -0.4 0.4 -1.6 0.05
H -3.616198 4.764785 3.806736 -0.4 0.6 -0.4 0.13
H -3.447106 7.322548 3.898852 0.1 -0.7 -0.1 0.12
H -3.444533 7.406842 2.166409 0.0 -0.4 -0.1 0.11
H -1.552419 8.685880 2.964444 0.6 0.2 -0.5 0.08
H 0.054191 7.801978 2.827754 0.3 0.0 -0.1 0.07
H -0.925424 7.956625 4.408014 0.6 -0.2 -1.2 0.10
H -5.751299 5.709792 3.686476 0.0 -0.2 -0.4 0.08
H -5.747836 5.088154 2.139256 -0.6 -0.3 0.0 0.05
C -1.272625 1.663296 -3.150116 -0.3 -1.2 0.2 -0.07
C -2.419074 2.578988 -3.414409 0.0 0.4 -1.6 -0.42
C -1.926527 4.014026 -3.518899 1.2 2.6 0.2 -0.17
O -1.092371 4.507548 -2.409264 -1.6 -0.8 -0.3 -0.21
C -1.876305 4.617088 -1.201270 1.0 3.5 -1.5 -0.10
N -2.987807 2.188402 -4.733804 -0.4 -0.2 1.4 0.06
H -0.470232 1.839110 -3.867588 0.3 0.2 0.4 0.07
H -1.575800 0.603517 -3.304731 -0.1 0.5 0.3 0.09
H -1.015559 1.790057 -2.101292 0.8 -0.1 -0.1 0.07
H -3.150247 2.487720 -2.618774 -0.4 -0.1 -0.1 0.12
H -2.728563 4.803957 -3.551622 0.1 -1.1 -0.4 0.13
H -1.271679 4.222212 -4.426644 -0.8 -0.8 0.9 0.14
H -1.870230 3.732684 -0.710375 -0.1 -2.9 1.7 0.02
H -2.929377 4.966335 -1.315353 0.7 -0.2 -0.5 0.10
H -1.329053 5.387577 -0.615785 -0.5 -0.5 0.0 0.11
H -3.674116 2.874306 -5.053305 0.6 -0.4 -0.4 0.09
H -2.212964 1.970845 -5.352666 -0.4 0.6 -0.4 0.08
C 3.923109 2.197208 2.402704 -1.3 -0.5 -1.0 -0.04
C 4.517432 2.962894 1.246824 0.8 1.3 -1.7 -0.43
C 4.221970 4.496296 1.212215 0.2 -1.2 2.0 -0.23
O 2.900101 4.713756 0.848811 -1.3 -0.5 0.3 -0.20
C 2.360226 5.942186 1.299357 2.0 0.8 -2.2 -0.08
N 5.969654 2.879093 1.281050 -0.1 -1.8 -0.1 0.06
H 4.085506 2.693996 3.328581 0.6 0.5 0.9 0.07
H 4.211028 1.124452 2.487346 0.0 0.8 -0.2 0.09
H 2.844820 2.250173 2.270671 -0.3 -0.4 0.1 0.06
H 4.188071 2.685844 0.195096 -0.1 -0.4 1.4 0.12
H 4.859065 4.966802 0.487693 0.7 0.3 -0.5 0.10
H 4.537097 4.850440 2.239438 -0.7 0.2 -0.8 0.15
H 3.051412 6.714173 0.857659 -0.5 -0.1 0.9 0.11
H 2.348901 5.972643 2.356192 -0.2 0.3 1.2 0.07
H 1.418779 6.177080 0.827882 -0.6 -0.6 0.1 0.08
H 6.384053 3.766390 1.314418 0.9 1.1 0.3 0.04
H 6.314715 2.257056 2.010699 0.0 0.5 -0.3 0.08
C -3.159876 -0.463715 7.727936 -0.2 -0.1 -3.2 -0.03
C -3.029748 -1.288715 6.336351 1.4 0.3 0.9 -0.40
C -1.915952 -0.789052 5.381036 -1.1 2.3 0.9 -0.14
O -2.340165 0.525858 4.802901 0.3 -2.2 0.4 -0.19
C -1.474500 0.796088 3.733929 -0.6 0.8 -1.1 -0.14
N -2.697497 -2.687807 6.591811 -0.5 0.0 1.9 0.02
H -4.191959 -0.597540 8.097589 0.7 0.1 0.2 0.07
H -2.955451 0.586607 7.455819 -0.5 -0.3 0.3 0.07
H -2.380394 -0.752822 8.385955 0.5 -0.6 0.9 0.05
H -3.987691 -1.211048 5.882957 -0.9 0.4 -0.9 0.11
H -1.720042 -1.439571 4.539804 -0.2 -0.6 0.0 0.09
H -0.963998 -0.656547 5.942033 -0.4 0.0 -0.2 0.13
H -1.091692 -0.089469 3.220756 0.0 -0.2 0.3 0.04
H -0.645272 1.341085 4.147532 0.8 0.6 -0.3 0.08
H -1.986274 1.359695 2.902485 0.3 -0.2 1.1 0.10
H -3.272267 -2.942475 7.412619 0.6 -0.3 -0.7 0.08
H -2.901116 -3.317241 5.821804 -0.1 0.2 -0.2 0.02
C 0.210414 -1.195919 -5.812777 0.9 -1.7 0.4 -0.04
C 1.575455 -0.612053 -5.347597 -1.0 -0.5 0.4 -0.41
C 1.732862 0.664908 -6.078610 1.3 3.5 -1.3 -0.17
O 2.945537 1.464907 -5.670144 -2.1 -1.4 -0.4 -0.22
C 2.963953 2.702305 -6.359171 0.3 -1.4 -1.5 -0.13
N 1.480644 -0.435641 -3.890773 0.0 -1.0 -0.4 0.08
H 0.166115 -1.539291 -6.863926 0.1 0.5 0.5 0.10
H -0.589282 -0.528382 -5.578431 -0.5 0.9 -0.2 0.04
H -0.029008 -2.067795 -5.176550 0.3 0.1 -0.3 0.07
H 2.416041 -1.291489 -5.570865 -0.4 0.2 0.0 0.14
H 0.842329 1.359375 -5.925938 0.8 -0.8 0.0 0.13
H 1.858965 0.591362 -7.206141 -0.3 -0.5 1.2 0.14
H 2.825491 2.560815 -7.473364 0.1 0.0 0.9 0.10
H 3.966800 3.025465 -6.212827 0.6 0.9 0.2 0.08
H 2.231935 3.415000 -6.034359 -0.4 0.4 0.5 0.07
H 2.250109 0.059905 -3.474421 -0.1 0.4 0.1 0.07
H 0.549313 -0.204879 -3.562635 0.4 0.4 -0.1 0.05
C 2.458662 2.642724 6.514701 -1.8 0.2 -0.4 -0.05
C 1.628136 3.911469 6.153602 1.1 -0.3 -0.3 -0.45
C 0.365658 4.041404 6.968630 -0.6 -1.5 0.3 -0.24
O -0.277299 5.281108 6.824926 -0.5 -0.1 -0.2 -0.17
C -1.465551 5.123774 6.051645 1.5 0.4 -1.0 -0.08
N 2.477111 5.094518 6.270769 -0.4 0.8 0.3 0.03
H 2.939206 2.607961 7.496355 -0.4 0.3 0.1 0.08
H 3.249153 2.579530 5.791449 0.3 -0.4 -0.5 0.05
H 1.717019 1.814988 6.418313 1.0 0.1 0.1 0.08
H 1.340488 3.805236 5.076229 0.2 0.1 0.6 0.14
H 0.589181 3.860388 8.005357 0.3 0.3 0.8 0.12
H -0.344182 3.216044 6.725075 0.4 0.4 -0.1 0.13
H -1.243707 4.450883 5.214648 -0.4 -0.3 0.2 0.09
H -1.660922 6.053112 5.563047 -0.2 0.9 -0.1 0.05
H -2.312029 4.850066 6.632988 -0.7 -0.6 0.6 0.08
H 1.822432 5.898044 6.318360 0.8 -0.4 0.0 0.07
H 3.024023 5.076878 7.144920 -0.5 0.0 -0.5 0.08
C -6.839537 2.250398 -2.904539 1.9 -0.6 -1.3 -0.06
C -6.542730 0.769150 -2.688588 -1.1 -0.6 0.2 -0.39
C -5.802176 0.491332 -1.344472 0.2 0.0 -0.4 -0.17
O -4.408626 0.396493 -1.635108 0.2 0.3 -0.2 -0.23
C -3.537850 0.628780 -0.537305 -0.1 0.0 0.2 -0.09
N -7.820624 -0.020616 -2.782779 0.5 0.5 0.6 0.03
H -7.282827 2.424605 -3.907518 0.0 -0.1 0.8 0.09
H -5.864342 2.764831 -2.901468 -0.3 0.2 0.1 0.07
H -7.413594 2.603730 -2.095922 -1.0 0.8 0.8 0.06
H -5.894680 0.437311 -3.493806 0.1 -0.3 0.1 0.10
H -6.133527 -0.436718 -0.856004 -0.2 0.0 -0.3 0.10
H -5.952714 1.292486 -0.608709 -0.1 0.2 -0.1 0.12
H -3.854890 1.518090 0.020989 -0.1 0.1 0.0 0.08
H -2.513686 0.864029 -0.911722 -0.8 -0.7 0.3 0.07
H -3.583435 -0.231931 0.165183 0.5 0.5 -0.3 0.09
H -8.577463 0.556797 -2.384902 0.4 -0.6 -0.4 0.07
H -8.033603 -0.206744 -3.759394 0.0 0.2 0.2 0.07
C 5.389062 -3.692393 -3.355539 0.9 0.8 0.6 -0.03
C 3.990366 -3.393836 -3.880537 0.8 0.6 -0.1 -0.44
C 3.526168 -4.302754 -4.969595 0.1 -1.2 -0.3 -0.22
O 4.349032 -4.183001 -6.118170 0.1 -0.8 -0.1 -0.18
C 4.494086 -5.408299 -6.837843 -1.5 -0.2 0.2 -0.10
N 3.081986 -3.589478 -2.809431 -1.4 -1.1 0.7 0.06
H 6.111569 -3.710468 -4.144850 0.3 -0.4 -0.9 0.06
H 5.420150 -4.656998 -2.820527 -0.1 0.4 -0.1 0.09
H 5.854731 -2.861466 -2.739168 -1.2 -0.9 -0.1 0.09
H 3.954381 -2.344635 -4.211071 0.2 -0.1 -0.4 0.13
H 2.495466 -4.065424 -5.200316 -0.5 0.4 -0.4 0.11
H 3.423567 -5.353241 -4.576081 0.7 0.7 -0.3 0.14
H 4.836386 -6.231089 -6.202193 -0.2 0.1 0.3 0.08
H 5.267998 -5.299503 -7.574784 0.1 0.4 -0.6 0.07
H 3.497706 -5.720453 -7.305482 1.3 0.4 0.4 0.11
H 3.243046 -2.885999 -2.149028 0.5 1.1 1.6 0.03
H 2.101019 -3.463419 -3.040286 0.1 0.0 -0.5 0.06
C 4.221668 0.293000 -0.563196 -0.8 -1.6 -0.7 -0.21
C 5.482858 0.501516 -1.385346 -0.7 -0.6 0.1 -0.21
O 6.460707 -0.482043 -0.983424 -0.9 0.4 0.2 -0.06
O 3.818541 -1.112476 -0.727988 1.1 1.0 0.6 -0.13
H 3.343136 0.835444 -0.956765 0.8 0.5 0.0 0.09
H 4.385138 0.601777 0.464695 -0.1 -0.5 0.2 0.07
H 5.799857 1.540608 -1.275851 0.3 -0.1 0.0 0.09
H 5.157849 0.298488 -2.401653 0.4 0.1 -0.5 0.11
H 7.345702 -0.165271 -1.140192 0.3 0.3 -0.2 0.08
H 2.844345 -1.178507 -0.664971 -0.3 -0.1 0.1 0.01
C -3.912002 -1.697436 -4.724736 -1.8 -0.3 -2.0 -0.23
C -4.647244 -2.403442 -3.622924 0.7 -0.5 -0.6 -0.20
O -4.083080 -3.759348 -3.552803 -1.0 1.3 0.4 -0.08
O -4.531819 -0.407888 -4.920191 1.2 -0.6 0.1 -0.10
H -4.078156 -2.303805 -5.641602 0.1 0.3 0.3 0.13
H -2.848276 -1.648453 -4.642890 0.8 0.2 0.7 0.10
H -5.729888 -2.397501 -3.903936 0.8 -0.2 0.5 0.14
H -4.436768 -1.820148 -2.733017 -0.4 -0.2 0.6 0.10
H -4.608352 -4.140842 -2.835707 0.2 -0.4 0.2 0.05
H -3.821944 0.234639 -4.737396 -0.6 0.5 -0.1 0.04
C 2.972763 -6.924264 -0.640451 -0.5 0.7 -1.4 -0.20
C 1.949094 -5.998758 0.048159 -0.3 -0.4 -0.4 -0.22
O 2.247450 -4.604798 -0.146262 -0.1 -1.1 0.7 -0.12
O 3.074301 -6.525232 -2.043239 -0.1 2.2 1.4 -0.15
H 2.773105 -8.003952 -0.646988 -0.5 0.4 0.3 0.12
H 3.933274 -6.794525 -0.188337 0.8 0.2 0.5 0.09
H 1.800670 -6.269369 1.095145 0.3 0.2 0.2 0.11
H 0.979332 -6.134820 -0.415013 -0.2 -0.2 -0.2 0.10
H 2.959856 -4.397087 0.492060 0.3 0.3 -0.3 0.04
H 3.137419 -5.489401 -1.958863 -0.1 -1.9 -0.8 0.08
C -0.832306 -4.624049 -2.453406 -2.0 -1.1 -0.8 -0.25
C -0.167159 -4.911322 -3.788571 -0.3 -0.3 -0.2 -0.25
O 0.385663 -6.226012 -3.792126 0.8 0.7 0.4 -0.07
O -1.478523 -3.378283 -2.444060 1.6 1.0 0.9 -0.07
H -0.210192 -4.729473 -1.597395 1.0 0.2 0.6 0.08
H -1.629244 -5.400564 -2.337518 0.6 0.1 0.0 0.14
H 0.521555 -4.079679 -4.050031 0.0 -0.6 0.0 0.08
H -0.957124 -4.931670 -4.568941 0.4 0.2 0.4 0.13
H 1.172624 -6.238813 -3.198594 -0.4 -0.1 -0.4 0.07
H -2.289853 -3.494443 -2.898611 -1.6 -0.1 -0.9 0.01